9 unconnected molecules or ions with the total composition C26H74N4O9. Source: the OMol25 dataset; level of theory: ωB97M-V/def2-TZVPD.

Geometry as XYZ:
```
113
Properties=species:S:1:pos:R:3:forces:R:3:mulliken_charge:R:1
C 9.70994 -0.88858 25.51169 -0.933 0.882 -1.813 -0.896
C 9.09249 0.57465 25.48867 0.752 -1.536 1.044 0.392
C 7.92406 0.78998 24.52499 -0.054 0.403 -0.934 -0.410
O 8.36177 0.67404 23.16699 0.757 -0.732 0.046 -0.158
C 7.46820 1.05916 22.13025 0.436 0.377 0.801 -0.664
N 8.69582 0.79754 26.89146 -0.548 0.648 -0.140 -0.743
H 10.01998 -1.08110 24.48460 0.515 -0.092 -0.010 -0.098
H 8.92655 -1.63202 25.65901 -0.220 0.189 0.427 0.304
H 10.52785 -1.10826 26.19789 -0.073 0.557 0.051 0.432
H 9.81704 1.32403 25.16998 0.485 -0.197 -0.135 0.171
H 7.62582 1.83441 24.61619 -0.412 0.202 0.505 0.091
H 7.05901 0.14550 24.68131 -0.060 -0.195 0.324 0.368
H 8.00538 0.95214 21.18787 -0.091 -0.318 0.059 0.004
H 7.23234 2.11921 22.22389 -0.246 0.179 0.060 0.247
H 6.54352 0.48216 22.14112 -0.085 -0.156 -0.081 0.454
H 8.32341 1.72810 27.01582 -0.489 0.280 -0.191 0.250
H 9.51460 0.85132 27.48037 0.350 -0.487 -0.055 0.270
C 13.03093 -0.54765 22.78544 -1.266 0.394 0.020 -1.415
C 12.66197 -0.47378 21.30571 -0.159 -1.219 -1.309 0.317
C 11.12580 -0.33382 20.86000 1.940 -1.120 0.824 -0.098
O 11.07304 -0.49235 19.42315 0.460 1.087 1.836 -0.457
C 9.89059 0.03694 18.85960 0.227 -1.555 -0.523 -0.200
N 13.48545 0.50848 20.64745 0.108 1.164 0.318 -0.723
H 14.10761 -0.54039 22.95517 -0.091 0.218 -0.296 0.379
H 12.63728 -1.43924 23.27350 -0.137 -0.089 -0.142 0.336
H 12.54481 0.30066 23.26726 0.288 0.206 0.458 0.302
H 13.06443 -1.39967 20.89479 -0.641 -0.492 -0.253 0.240
H 10.71192 0.59249 21.25843 0.008 0.493 -0.492 0.235
H 10.58769 -1.11699 21.39403 -0.402 -0.368 -0.301 0.008
H 9.60248 1.03781 19.18106 0.190 0.075 0.091 0.314
H 9.12079 -0.70791 19.06136 -0.676 0.371 0.129 -0.154
H 10.07910 -0.03245 17.78827 -0.225 0.470 -0.082 0.359
H 13.22390 1.38306 21.07966 0.330 0.639 0.075 0.271
H 13.19657 0.62463 19.68664 -0.061 -0.297 -0.277 0.300
C 7.06511 -2.98970 19.13025 0.328 -1.203 1.143 -1.095
C 6.56989 -4.14864 20.06366 1.261 0.942 0.159 0.189
C 6.70460 -3.81764 21.57982 -0.766 0.367 -1.920 -0.800
O 8.00406 -3.47159 21.83419 0.712 0.123 0.024 -0.326
C 8.17671 -2.89637 23.10385 0.805 -0.205 -0.185 -0.809
N 5.18553 -4.33459 19.73935 -0.662 -0.716 0.044 -0.629
H 7.01961 -3.29914 18.08609 -0.100 -0.068 -0.040 0.400
H 8.10692 -2.77207 19.36553 -0.139 0.317 -0.026 0.305
H 6.39574 -2.14299 19.28231 0.283 0.210 0.018 0.027
H 7.06145 -5.10148 19.86729 0.792 0.173 -0.098 0.556
H 6.40261 -4.62483 22.24717 -0.382 -0.313 -0.076 0.364
H 6.03942 -2.96149 21.69228 -0.333 0.264 0.483 0.235
H 7.82394 -1.86611 23.15095 0.060 0.184 -0.132 0.256
H 9.25932 -2.96104 23.21277 -0.087 0.403 0.607 0.233
H 7.67891 -3.46048 23.89257 -0.030 -0.265 0.096 0.446
H 5.20031 -4.51716 18.74610 -0.413 -0.200 -0.388 0.185
H 5.00632 -5.23660 20.15692 -1.052 -0.191 0.038 0.294
C 5.24478 4.01367 23.25769 0.301 -0.137 -0.517 -1.209
C 5.91687 5.30291 22.70208 -0.858 -2.422 1.049 0.417
C 5.23502 5.76878 21.44781 0.712 0.352 -0.530 -0.849
O 5.47750 4.88515 20.37039 -1.665 1.019 -1.500 -0.148
C 4.61656 5.26025 19.22689 0.587 -1.106 0.125 -0.908
N 5.81919 6.26978 23.75965 0.008 1.244 -0.044 -0.760
H 5.81704 3.55307 24.06296 0.080 0.340 0.167 0.306
H 5.16419 3.23314 22.50113 -0.120 0.136 -0.251 0.146
H 4.24350 4.22934 23.63057 -0.075 0.086 0.003 0.433
H 6.96788 5.04531 22.57127 0.080 0.296 -0.507 0.312
H 5.63649 6.75786 21.22721 0.290 0.333 -0.354 0.353
H 4.17343 5.96730 21.59513 -0.399 -0.464 0.257 0.386
H 3.56556 4.99932 19.35102 -0.091 -0.122 0.712 0.377
H 4.92185 4.66720 18.36480 0.383 -0.034 0.167 0.205
H 4.61565 6.30067 18.90188 0.591 0.276 0.540 0.383
H 6.13495 7.14107 23.35809 0.711 0.490 0.201 0.291
H 4.84219 6.50483 23.86121 -0.553 -0.323 0.472 0.301
C 8.57321 3.39536 15.70670 1.684 -1.227 0.399 -0.710
C 9.96695 2.91075 16.25866 -0.987 -0.184 0.194 0.300
O 10.57066 3.88923 17.07497 -0.115 1.384 0.184 -0.549
H 8.80324 4.13441 14.93924 -0.661 0.558 0.500 0.346
H 7.91199 3.59462 16.55002 0.159 0.963 -0.186 0.147
H 8.06230 2.57420 15.20395 0.331 -0.303 -0.191 0.091
H 10.65372 2.68594 15.44262 -0.219 -0.413 -0.176 0.365
H 9.82782 2.07901 16.94927 -0.186 -0.649 -0.664 -0.243
H 11.46558 3.62655 17.30238 -0.036 -0.127 -0.094 0.292
C 2.74329 -1.30999 14.73012 0.609 1.931 0.396 -0.953
C 3.17996 -2.58120 15.40303 -0.517 0.971 0.229 0.495
O 2.55958 -3.55113 14.65422 -0.360 -2.821 -0.875 -0.584
H 3.28704 -0.47361 15.16934 0.022 0.326 -0.135 0.179
H 1.68925 -1.03276 14.74599 -0.199 -0.586 0.707 0.322
H 2.91412 -1.32571 13.65371 0.615 -0.255 -0.039 0.318
H 2.84531 -2.71165 16.43215 -0.121 0.421 0.103 -0.070
H 4.26119 -2.71708 15.42708 0.221 0.267 -0.110 -0.039
H 3.16407 -3.76244 13.93901 -0.271 -0.220 -0.212 0.341
C 5.12674 1.50215 19.37233 1.057 0.202 1.385 -0.772
C 5.60714 0.81563 18.13571 -2.129 0.318 -0.793 0.124
O 4.51876 0.10412 17.51243 0.941 0.510 -0.658 -0.395
H 5.99277 2.05183 19.74103 0.136 0.234 0.335 0.386
H 4.91497 0.75488 20.13707 -0.322 0.021 0.088 0.042
H 4.33367 2.24906 19.33658 -0.194 -0.362 -0.585 0.255
H 6.46189 0.18479 18.37973 0.122 -0.146 -0.211 -0.112
H 5.85470 1.59779 17.41805 0.498 -0.248 -0.217 0.241
H 4.11859 -0.50039 18.14175 0.088 -0.432 0.424 0.288
C 2.57351 -0.96258 20.98816 -1.081 0.609 0.910 -1.173
C 2.74177 -2.13667 20.08713 0.660 0.299 -0.778 -0.198
O 3.88259 -1.89176 19.24235 -0.497 -0.053 0.474 -0.227
H 2.30051 -0.04295 20.47063 0.089 -0.056 -0.199 0.280
H 3.40208 -0.72506 21.65535 0.437 -0.325 -0.359 0.191
H 1.76187 -1.17926 21.68271 -0.321 0.051 0.005 0.424
H 1.91788 -2.29531 19.39134 -0.463 0.171 0.343 0.306
H 2.84688 -3.04624 20.67852 0.348 -0.124 -0.113 0.340
H 4.39103 -2.70485 19.28672 0.426 -0.513 0.063 0.068
C 7.16948 -1.54598 14.94654 -0.213 0.327 -0.050 -0.752
C 6.44548 -0.34232 14.37317 -0.153 0.392 0.684 0.535
O 7.26444 0.14103 13.31941 0.189 -0.257 -0.392 -0.585
H 7.23756 -2.30515 14.16736 0.252 -0.078 0.098 0.378
H 6.66536 -1.96805 15.81592 -0.187 0.093 -0.036 -0.115
H 8.15600 -1.21176 15.26777 0.133 -0.246 -0.131 0.308
H 6.30515 0.43058 15.12883 0.283 0.127 0.316 -0.166
H 5.41392 -0.57017 14.10469 0.033 -0.294 -0.642 0.063
H 6.96506 0.97053 12.94006 -0.335 -0.026 0.226 0.322
```
Forces are in eV/Å.

Values from the calculation:
Calculated total energy (eV): -52544.831
Multiplicity: 1

=====

A molecular structure, C20H50HgN2O4Si2. Source: the OMol25 dataset; level of theory: ωB97M-V/def2-TZVPD.

Geometry as XYZ:
```
79
Properties=species:S:1:pos:R:3:forces:R:3:mulliken_charge:R:1
O 0.77388 1.44615 -2.44878 1.475 1.394 -0.526 -0.526
O -0.85084 -0.22353 -3.26070 0.279 -0.168 -0.721 0.531
C 1.07684 2.94489 -2.63526 -0.451 -1.417 -0.164 -0.181
C 2.12731 3.43220 -1.67699 0.214 0.328 0.121 -1.552
H 0.12914 3.44081 -2.45506 -0.178 -0.211 0.039 0.413
H 1.38628 3.14346 -3.67559 -0.174 -0.332 0.302 0.345
H 1.95751 3.13325 -0.64283 -0.112 -0.131 -0.081 0.320
H 2.13629 4.52247 -1.69584 -0.247 0.083 -0.037 0.450
H 3.13063 3.16352 -1.98627 0.179 -0.272 0.032 0.419
C 1.98591 0.63345 -2.39510 -0.843 0.159 0.955 -0.273
C 2.63539 0.38867 -3.71566 0.349 0.176 -0.178 -1.414
H 1.62423 -0.28789 -1.92482 0.277 0.027 0.060 0.036
H 2.63131 1.13568 -1.69324 0.440 -0.252 0.210 0.797
H 1.95638 -0.07210 -4.43380 0.151 -0.115 0.027 0.165
H 3.50419 -0.24899 -3.54202 -0.092 -0.127 -0.163 0.491
H 3.01594 1.32004 -4.13162 -0.008 0.079 -0.193 0.323
C -0.92892 -1.68866 -3.72493 0.344 0.721 0.304 -0.166
C -1.43446 0.76267 -4.21458 0.140 -0.656 0.780 -0.149
C -0.07264 -2.55238 -2.84486 0.138 -1.137 0.172 -1.092
H -0.58437 -1.72215 -4.77817 -0.277 0.213 0.589 0.366
H -1.99840 -1.96445 -3.64081 0.618 0.460 -0.076 0.366
H 0.98803 -2.30653 -2.82890 -0.011 0.398 -0.114 0.262
H -0.08845 -3.56892 -3.27665 -0.146 0.307 -0.042 0.472
H -0.41075 -2.70094 -1.81210 -0.163 0.443 -0.115 0.139
C -0.46162 1.08015 -5.30612 -0.065 -0.015 -0.717 -1.098
H -1.59035 1.62493 -3.59247 -0.329 0.332 0.277 -0.006
H -2.41059 0.35607 -4.51911 0.509 0.113 -0.052 0.486
H 0.47082 1.53430 -4.93386 -0.599 -0.153 -0.193 0.091
H -0.95808 1.74609 -6.01951 0.191 0.124 0.140 0.456
H -0.22422 0.18575 -5.87608 0.201 -0.112 -0.078 0.326
H 0.03384 0.32349 -2.84571 -1.801 -0.310 -0.489 0.014
Hg -0.24801 -0.59685 2.00176 0.650 -0.435 2.229 1.130
C -0.75578 0.00964 0.14517 -0.490 0.617 -6.497 0.420
Si -2.52025 0.51048 -0.41058 1.616 -0.865 2.010 0.759
H -0.43127 -0.84186 -0.54009 -0.529 0.555 0.466 -0.979
H -0.02484 0.77544 -0.22157 -0.514 0.023 0.476 -0.038
C -2.67547 2.31520 -0.91738 -0.341 0.119 -0.133 -0.957
C -3.41724 0.26615 1.25115 -0.408 0.525 -0.740 -0.857
C -3.47959 -0.59153 -1.61267 -0.183 0.094 -0.063 -1.173
C -0.35736 1.34164 2.90550 0.143 0.118 1.077 -1.019
Si -0.56198 1.14410 4.74181 0.148 0.335 -0.893 0.157
H -1.15153 1.87051 2.36259 0.164 -0.127 0.228 0.226
H 0.60800 1.80216 2.62623 -0.235 -0.170 0.131 0.472
C -2.37399 0.90310 5.17426 -0.148 -0.097 0.167 -0.981
C 0.07301 2.71564 5.54970 -0.062 0.125 0.585 -1.064
C 0.43815 -0.31614 5.37874 -0.036 -0.041 0.361 -0.933
H -4.49492 -0.64466 -1.18890 0.197 -0.151 -0.215 0.495
H -3.06612 -1.61128 -1.65913 -0.166 0.318 0.036 0.196
H -3.58266 -0.15914 -2.61736 0.079 -0.205 0.105 0.272
H -2.54196 2.93530 -0.01929 0.091 -0.053 -0.292 0.369
H -3.69641 2.48457 -1.29067 0.187 0.147 0.031 0.317
H -1.96482 2.63071 -1.69628 -0.141 -0.025 0.268 0.022
H -2.77509 0.54148 2.09803 -0.354 -0.070 -0.302 -0.158
H -3.69846 -0.79291 1.31294 -0.022 0.196 0.174 0.270
H -4.31119 0.90249 1.22547 -0.179 -0.274 0.421 0.399
H -0.30463 3.60717 5.03185 0.037 -0.206 0.086 0.305
H 1.16944 2.74889 5.53301 -0.139 0.014 -0.014 0.277
H -0.24984 2.76602 6.59751 0.148 0.150 -0.039 0.292
H 1.51763 -0.14874 5.26162 -0.185 -0.054 -0.022 0.244
H 0.17882 -1.24077 4.84446 0.052 0.248 0.158 0.210
H 0.23019 -0.46302 6.45001 0.140 -0.013 -0.157 0.383
H -2.47002 0.55793 6.21282 -0.041 0.063 -0.155 0.364
H -2.85178 0.15307 4.52870 0.114 0.158 0.124 0.255
H -2.93508 1.84256 5.08323 0.095 -0.168 -0.036 0.289
C 3.62353 -3.12031 2.59786 0.487 -1.426 0.058 -1.436
C 2.35707 -2.53051 2.11657 -0.416 2.280 0.098 0.382
N 2.28496 -1.21143 2.22197 -0.717 -2.245 -0.874 -0.035
O 3.40645 -0.78609 2.89050 0.960 1.673 0.640 -0.554
C 1.28169 -3.29548 1.50613 -1.678 1.165 -0.529 0.363
C 1.39644 -4.72378 1.12829 0.308 -0.235 -0.226 -1.480
N 0.11407 -2.66124 1.24735 1.719 -0.790 1.355 0.445
O -0.79269 -3.20018 0.54818 0.065 -0.338 -0.093 -0.771
H 4.47299 -2.67512 2.05984 -0.213 -0.138 0.222 0.294
H 3.61906 -4.19869 2.42217 0.172 0.137 0.160 0.407
H 3.78106 -2.93853 3.67026 -0.086 -0.020 -0.333 0.298
H 3.37965 0.18636 2.86605 -0.277 -0.553 -0.040 0.340
H 0.91049 -5.35057 1.89023 0.083 -0.035 -0.258 0.252
H 0.88952 -4.89231 0.16823 0.126 -0.032 0.278 0.319
H 2.45052 -5.00099 1.05115 -0.230 -0.246 -0.097 0.404
```
Forces are in eV/Å.

Values from the calculation:
Calculated total energy (eV): -52643.373
Multiplicity: 1

=====

CH3O4P in the gas phase. Source: the OMol25 dataset; level of theory: ωB97M-V/def2-TZVPD.

Geometry as XYZ:
```
9
Properties=species:S:1:pos:R:3:forces:R:3:nbo_charge:R:1
C 0.10052 0.73798 -1.66820 -0.766 2.572 -2.448 0.653
O 0.22140 0.47606 -0.40530 -0.485 1.722 1.173 -0.782
O 1.64170 -0.41956 1.24521 -1.430 1.781 0.930 -1.007
O 0.16134 -0.09151 -2.51655 0.002 -0.685 -1.055 -0.580
O -0.70464 -1.37185 0.93516 1.050 1.009 0.430 -1.015
P 0.66162 -1.03207 0.06964 0.580 -0.996 1.767 1.587
H -0.10239 1.87139 -1.97761 0.459 -2.037 1.226 0.126
H 1.31861 0.47704 1.68921 0.766 -2.815 -1.446 0.508
H -1.36998 -1.95188 0.58842 -0.177 -0.551 -0.576 0.510
```
Forces are in eV/Å.

Values from the calculation:
Calculated total energy (eV): -18565.633
Multiplicity: 1

=====

2 unconnected molecules or ions with the total composition C3H9N. Source: the OMol25 dataset; level of theory: ωB97M-V/def2-TZVPD.

Geometry as XYZ:
```
13
Properties=species:S:1:pos:R:3:forces:R:3:nbo_charge:R:1
C -2.19649 0.41337 0.14087 0.549 -0.325 -1.411 -0.860
H -1.80456 1.34856 -0.24732 -0.069 0.509 0.666 0.214
H -2.44774 0.35641 1.18926 -0.157 0.319 0.061 0.220
H -1.40015 -0.28836 -0.09420 -0.060 -0.343 0.225 0.207
H -3.00289 0.17435 -0.54815 -0.405 -0.175 0.401 0.218
C 1.59456 -0.01782 -1.01228 0.451 -0.459 -0.103 -0.459
C 1.07651 -0.67260 1.14395 0.916 0.425 -0.099 -0.069
N 1.80849 -0.89997 0.13876 -0.315 0.175 0.191 -0.383
H 2.25715 -0.35207 -1.81063 -0.135 0.106 -0.072 0.204
H 1.87238 1.00201 -0.75275 -0.044 0.114 0.011 0.198
H 0.56934 -0.03633 -1.37375 -0.163 0.011 -0.001 0.193
H 1.32279 -1.17066 2.07852 -0.399 -0.268 -0.050 0.175
H 0.35060 0.14310 1.14771 -0.170 -0.090 0.181 0.142
```
Forces are in eV/Å.

Values from the calculation:
Calculated total energy (eV): -4745.788
Multiplicity: 1

=====

Across the entries above, ΔE to the lowest compared entry with this formula, charge and spin takes the values 289.7 74.1 52.1 127.4 kJ/mol, respectively.
Across the entries above, orbital gap takes the values 9.68 5.11 10.72 10.76 eV, respectively.
Across the entries above, HOMO energy takes the values -9.12 -5.15 -10.02 -9.72 eV, respectively.